1.
# C15H27IO7

3 unconnected molecules or ions with the total composition C15H27IO7 at a distorted geometry (wB97M-V/def2-TZVPD, the Open Molecules 2025 dataset).

```
50
Properties=species:S:1:pos:R:3:forces:R:3
I 3.3558 2.1113 4.2795 -0.076 -0.623 -0.797
O 2.4029 -4.2029 1.7927 0.004 -0.427 -0.081
O -1.9361 3.2582 2.2335 4.336 -6.853 -3.972
O -3.1298 4.5938 -1.6224 0.043 -0.451 -0.241
O -0.1398 -0.3845 -0.4899 -0.076 5.861 7.160
O -3.9600 2.9384 -3.9409 -0.025 0.519 0.080
O 1.5728 -5.8583 -0.5258 0.084 0.503 0.139
O -1.2772 1.5097 0.4827 2.376 -0.134 3.634
C -2.2350 3.9152 -2.5093 -0.342 0.467 -0.129
C 1.7115 -5.1028 2.6518 -0.036 0.147 -0.006
C -3.8212 3.6939 -0.7633 0.021 0.048 0.094
C 2.0515 -0.2008 2.4116 -0.013 0.061 -1.223
C 3.4799 1.7683 1.1400 0.889 0.313 0.073
C -5.1876 3.6574 -3.9839 0.058 -0.232 0.086
C 0.3451 -5.1393 -0.5689 -0.018 -0.193 0.044
C 3.2977 -4.8815 0.9057 -0.283 0.451 -0.244
C -0.1931 0.4776 0.5348 0.031 -3.739 -4.457
C 3.3162 0.8394 2.4906 0.694 -1.343 -2.097
C -1.1936 2.2459 1.7680 -1.304 3.928 3.222
C 0.0658 1.7015 2.6657 0.418 -2.732 -3.282
C 2.7088 -4.9885 -0.5034 -0.024 -0.570 0.310
C -2.8239 3.8082 -3.9185 0.032 -0.546 0.346
C 0.7155 0.6010 1.9025 -2.529 3.433 2.277
H 2.4517 -3.9982 -0.8981 -0.007 -0.059 0.138
H 3.4600 -5.4297 -1.1653 0.032 0.033 0.020
H -1.3197 4.5120 -2.5551 0.039 0.000 -0.046
H 3.5619 -5.8719 1.2980 -0.128 0.087 -0.099
H 4.2130 -4.2847 0.8600 0.037 -0.014 -0.035
H 4.5882 2.2093 1.1859 -2.506 -0.879 -0.185
H 2.3976 -5.4878 3.4127 -0.052 -0.116 0.009
H 0.3230 2.1769 3.7228 -0.654 -1.228 -2.688
H -3.0811 4.7985 -4.3132 -0.008 -0.059 0.140
H 0.9123 -4.5510 3.1528 0.131 0.027 -0.095
H -5.2219 4.4457 -3.2255 0.041 -0.027 -0.067
H -4.2670 2.8603 -1.3181 0.085 0.084 0.012
H 2.3209 -1.0193 1.5982 -0.568 1.739 1.631
H -5.3277 4.0927 -4.9766 -0.074 0.113 -0.021
H 1.2657 -5.9364 2.0970 0.101 0.101 0.042
H -4.6204 4.2457 -0.2622 0.149 0.041 -0.087
H -1.9708 2.9248 -2.1171 -0.127 0.069 -0.101
H 0.2050 -4.7040 -1.5616 -0.073 0.114 0.014
H -0.4706 -5.8416 -0.3749 0.198 0.012 -0.066
H 4.2974 0.1651 2.5424 -2.217 1.522 0.141
H 0.3108 -4.3510 0.1896 0.032 -0.012 -0.084
H 1.9327 -0.7743 3.4267 -0.182 1.356 -1.965
H 2.7381 2.6724 1.0946 1.335 -1.840 0.243
H -6.0034 2.9551 -3.7899 0.193 0.012 -0.063
H 3.3858 1.1545 0.1271 0.110 1.044 2.321
H -3.1351 3.3089 -0.0024 -0.174 -0.032 -0.055
H -2.0727 3.3670 -4.5804 0.028 0.022 0.009
```
Forces are in eV/Å.

The calculation puts the orbital gap at 7.22 eV. For the LUMO energy, the calculation gives -1.705 eV. As for the SMILES: C[C@@H](I)CC1=CC(=O)OC1=O.COCCOC.COCCOC. For the HOMO energy, the calculation gives -8.9 eV.

***

2.
# C15H27N3O2S

A single C15H27N3O2S molecule at a distorted geometry (wB97M-V/def2-TZVPD, the Open Molecules 2025 dataset).

```
48
Properties=species:S:1:pos:R:3:forces:R:3
S -1.2164 -2.2504 2.3907 -0.246 0.368 0.601
O -3.1783 -3.0753 -0.0124 -0.744 -0.730 1.015
O -4.9786 -4.3424 0.3233 -0.470 -0.235 0.832
N -4.8803 -3.6681 3.1460 0.841 0.405 -0.076
N -4.5082 -3.3239 4.3413 0.940 0.381 -1.279
N -3.2410 -2.8030 4.2072 0.143 0.032 -0.050
C 1.2901 -0.3473 -2.0141 -0.067 0.274 0.206
C 1.4468 -2.0478 -0.1525 -0.118 1.203 0.623
C 1.7432 1.0112 -2.5587 -0.419 -0.315 1.285
C 1.2950 2.2025 -1.6937 0.028 0.724 -1.088
C 1.5205 4.7701 -1.5371 -0.728 -0.749 0.218
C -0.0815 6.3904 -0.5319 0.481 -0.295 -0.547
C -2.8164 -2.8142 2.9309 0.110 -0.358 -1.106
C 1.8212 -0.5959 -0.5819 0.280 -1.143 -0.569
C 1.7546 -2.3231 1.3195 0.029 -0.966 -0.123
C -0.4062 -3.7221 1.6957 -0.619 -1.453 -0.356
C -3.8814 -3.3495 2.2205 -0.780 -0.707 1.412
C 0.0344 5.0572 -1.2868 1.085 0.966 0.871
C 1.1074 -3.6721 1.7790 0.800 1.180 0.297
C -3.9735 -3.5928 0.7701 1.242 1.282 -1.490
C 1.7383 3.5302 -2.3930 -0.346 -0.756 0.442
H 0.1732 -0.4356 -2.0275 0.805 0.081 0.104
H 0.1990 2.2083 -1.5684 0.245 -0.163 -0.228
H 1.1664 3.5967 -3.3431 0.470 0.139 0.371
H 2.8242 0.9500 -2.6359 0.342 0.350 0.062
H -2.6782 -2.3997 4.9559 -0.636 -0.414 0.019
H 2.8073 3.4499 -2.6119 -0.077 -0.072 -0.237
H 1.9857 5.6208 -2.0076 0.236 0.441 -0.140
H 2.9311 -0.4287 -0.5036 -0.876 -0.156 -0.254
H 1.6798 -1.1177 -2.6913 -0.120 -0.061 0.172
H 1.3589 0.1070 0.1100 -0.087 -0.034 0.094
H -0.6985 -3.8834 0.6521 -0.289 0.333 0.223
H 2.8448 -2.4049 1.4605 -0.266 -0.009 -0.040
H 1.9228 -2.8237 -0.7552 0.075 0.190 -0.221
H -4.9726 -4.3175 -0.6432 0.251 0.091 -0.018
H 0.4933 7.1733 -1.0903 -0.625 -0.485 0.565
H 1.3792 -3.8157 2.8192 0.224 -0.204 0.220
H 1.6800 2.1723 -0.6822 0.407 -0.092 0.212
H -0.3611 4.2422 -0.7168 -0.406 -0.422 0.609
H 1.9909 4.6174 -0.5403 -0.063 0.165 -0.555
H 1.3784 1.1546 -3.5533 -0.339 0.097 -0.776
H 0.3794 6.2264 0.4337 0.140 0.386 0.364
H -0.7584 -4.6104 2.2605 0.105 0.538 -0.273
H -1.1125 6.6899 -0.3810 -0.114 0.203 -0.019
H 1.4461 -1.5007 1.9731 -0.208 -0.049 -0.134
H -0.5680 5.1093 -2.1536 -0.329 -0.028 -1.409
H 0.3635 -2.1253 -0.3076 0.083 -0.130 -0.049
H 1.5554 -4.4885 1.1856 -0.387 0.197 0.220
```
Forces are in eV/Å.

The calculation puts the orbital gap at 9.72 eV. For the LUMO energy, the calculation gives 0.484 eV. As for the SMILES: CCCCCCCCCCCCSc1[nH]nnc1C(=O)O. For the HOMO energy, the calculation gives -9.2 eV. For the relative energy (zero: lowest compared OMol25 entry of this formula, charge and spin), the calculation gives 0.000 eV.

***

3.
# C15H27N3O5PdSb

A molecular structure, C15H27N3O5PdSb at a distorted geometry (wB97M-V/def2-TZVPD, the Open Molecules 2025 dataset).

```
52
Properties=species:S:1:pos:R:3:forces:R:3
Sb 3.3946 -0.4141 -0.4460 0.469 -0.116 0.607
Pd -0.2762 0.2850 1.1616 -1.073 0.310 -0.740
O 0.9014 -0.1210 -0.6320 0.047 0.098 0.487
O -2.1975 -5.1352 -0.4696 0.011 -0.022 -0.007
O -3.4034 -1.2288 2.9614 0.032 0.014 -0.024
O -1.6188 0.0540 2.5242 -0.143 -0.177 -0.230
O 2.0403 -1.8848 -1.1549 0.187 -0.090 -0.216
N -2.8113 5.9355 1.4179 -0.009 -0.007 0.062
N -1.6643 2.4178 0.6947 0.358 -0.003 0.158
N -0.8973 -1.4627 0.5554 0.044 -0.156 0.498
C 3.0929 1.6831 -0.1756 -0.467 0.110 -0.711
C 4.3000 2.2405 0.5631 -0.048 -0.011 0.108
C -1.9212 -1.9588 1.2442 0.060 0.015 -0.052
C 5.3862 -2.6012 -1.1409 0.122 0.060 -0.034
C -0.2686 -2.1562 -0.4036 0.100 -0.053 -0.054
C -1.7939 3.6098 1.5409 -0.081 -0.054 0.116
C 5.2712 -1.0838 -1.2052 -0.415 -0.006 -0.179
C -1.8094 -3.9407 -0.0814 -0.038 0.063 0.071
C -2.4141 -1.0194 2.3364 0.083 -0.024 0.164
C -3.0543 4.4505 1.2499 -0.038 0.011 0.017
C -0.6834 -3.4092 -0.7582 -0.007 0.008 0.007
C -2.4236 -3.2041 0.9472 0.001 -0.068 -0.093
C 3.3684 -1.0994 1.5658 -0.002 -0.057 -0.015
C 0.9296 -1.3739 -0.8213 -0.127 0.208 0.088
C 2.5981 -2.3821 1.8624 0.019 -0.033 -0.019
H 2.9238 2.1635 -1.1397 0.226 -0.066 -0.071
H -0.1880 -3.9923 -1.5228 0.002 -0.001 0.001
H -3.6906 6.4578 1.3488 -0.001 -0.003 -0.019
H -1.5525 2.6556 -0.2859 -0.044 0.054 0.008
H 2.9215 -3.2146 1.2391 -0.001 0.003 -0.002
H 5.1992 2.1917 -0.0514 0.004 0.000 0.007
H 1.5223 -2.2540 1.7384 -0.024 0.010 -0.006
H 3.0192 -0.2608 2.1705 -0.030 0.005 -0.013
H -0.8912 4.2166 1.4416 -0.007 -0.010 -0.106
H -2.4951 1.8397 0.7781 0.015 -0.021 0.033
H 6.3792 -2.8805 -1.4948 0.014 0.007 0.017
H 5.2875 -2.9844 -0.1252 -0.051 -0.007 -0.008
H -3.4132 4.3054 0.2323 0.043 0.064 -0.025
H -2.1808 6.3104 0.7051 0.013 -0.006 0.009
H 4.6635 -3.0890 -1.7925 -0.014 -0.019 0.030
H 4.4924 1.7382 1.5127 0.002 -0.004 -0.004
H 4.4309 -1.2301 1.7908 -0.005 0.012 -0.001
H 2.7661 -2.6623 2.9020 0.001 0.007 0.000
H -3.8654 4.2112 1.9348 -0.010 -0.079 -0.038
H 4.1307 3.2943 0.7878 -0.016 -0.001 -0.006
H -2.9627 -5.4766 0.0168 -0.008 -0.001 0.005
H 5.9043 -0.5555 -0.4828 0.175 -0.072 -0.146
H 2.1114 1.7206 0.3178 0.519 0.030 0.292
H -3.2683 -3.5819 1.5117 -0.004 -0.011 -0.016
H -2.4094 6.1545 2.3341 -0.016 0.002 0.007
H -1.8331 3.2635 2.5735 0.058 0.065 0.023
H 5.4190 -0.6710 -2.2005 0.072 0.021 0.021
```
Forces are in eV/Å.

The calculation puts the orbital gap at 8.37 eV. Its net charge is +3. For the LUMO energy, the calculation gives -9.614 eV. For the HOMO energy, the calculation gives -18.0 eV. For the relative energy (zero: lowest compared OMol25 entry of this formula, charge and spin), the calculation gives 2.358 eV.

***

4.
# C15H27N3RhS2Si2

A molecular structure, C15H27N3RhS2Si2 at a distorted geometry (wB97M-V/def2-TZVPD, the Open Molecules 2025 dataset).

```
50
Properties=species:S:1:pos:R:3:forces:R:3
Rh 1.1700 -4.2221 15.8149 -0.994 -0.147 1.040
S -1.0853 -5.4536 19.8296 -0.127 -0.734 0.387
S 0.5868 -3.8352 18.0834 -0.197 -0.724 -1.104
Si 3.6630 -2.4124 15.6601 0.434 2.265 0.021
Si 0.2677 -2.0195 14.3952 -1.641 1.364 -1.243
N 0.6603 -6.0546 16.2857 -2.083 0.094 4.691
N 1.8882 -5.2463 14.2982 0.212 -0.524 -2.478
N -0.0273 -6.4528 17.4846 1.095 3.205 -0.520
C 1.7374 -2.1860 15.5499 0.935 -0.878 1.285
C -0.1303 -5.4081 18.3665 0.524 -0.806 -2.029
C 0.8063 -1.5984 12.6576 0.368 0.865 -1.135
C 3.1606 -6.8158 12.3467 -0.251 0.123 -0.200
C -1.1538 -3.1765 13.9189 0.266 -1.174 1.207
C -0.6614 -0.5451 15.1463 0.380 0.395 1.116
C 2.5020 -7.4159 13.3912 -0.268 0.294 0.221
C 4.3755 -3.8732 16.5056 -0.915 -1.512 0.083
C 4.0769 -0.9393 16.7808 -0.648 1.126 -0.393
C 4.5605 -2.0881 14.0603 0.386 -0.068 -1.359
C 0.9860 -7.0378 15.4730 2.037 -2.349 -3.612
C 1.7612 -6.6357 14.3027 -0.722 0.624 2.943
C -2.5059 -4.4823 19.2523 0.420 0.497 -0.903
C 2.4622 -4.6879 13.2212 0.559 -0.136 -0.587
C 3.1255 -5.4119 12.2253 -0.175 0.740 0.811
H 3.4057 -0.8442 17.6603 0.330 -0.174 -0.423
H 1.6877 -0.9398 12.6560 0.046 -0.406 -0.224
H -1.4443 -0.1036 14.5163 0.225 -0.313 -0.032
H 4.6306 -1.0134 13.7599 -0.438 -0.803 0.248
H 4.3479 -4.8038 15.9099 -0.228 0.237 0.298
H 2.6013 -8.4533 13.6399 -0.194 -0.508 -0.420
H 3.7091 -4.8386 11.4936 -0.548 -0.514 0.072
H 0.0324 -0.9792 12.1166 0.411 -0.638 0.862
H -1.7474 -3.2738 14.8517 -0.227 -0.052 -0.777
H 0.9513 -2.4777 11.9916 0.151 0.513 0.521
H 3.6362 -7.4155 11.5781 0.258 0.032 0.294
H 0.7425 -8.0984 15.6398 -0.007 0.757 0.250
H -0.9161 -4.2058 13.5499 -0.202 0.908 0.093
H 1.4947 -1.6330 16.4680 0.020 0.351 -0.515
H 3.7790 -4.0067 17.4302 0.572 -0.253 -0.208
H 4.2617 -2.7040 13.1676 0.242 0.731 0.832
H -1.1288 -0.7766 16.1373 0.256 -0.107 -0.756
H -1.6660 -2.5712 13.1458 0.092 -0.458 0.474
H 5.6101 -2.3702 14.2478 -0.223 -0.032 0.067
H -3.3583 -4.6721 19.8946 0.027 -0.093 0.065
H 2.3759 -3.6056 13.1703 0.307 -0.258 -0.018
H -2.7021 -4.7920 18.2231 -0.346 -0.152 0.242
H 0.0545 0.2673 15.3958 -0.305 -0.333 -0.310
H 3.9404 0.0259 16.1844 0.223 -1.166 0.750
H 5.1017 -0.9576 17.1629 -0.058 -0.033 -0.160
H -2.2732 -3.4130 19.2034 -0.056 -0.201 0.358
H 5.4256 -3.7405 16.7445 0.075 0.422 0.171
```
Forces are in eV/Å.

The calculation puts the orbital gap (alpha / beta) at 6.50 / 5.36 eV. Its net charge is +1. For the LUMO energy (alpha / beta), the calculation gives -3.271 / -6.579 eV. For the HOMO energy (alpha / beta), the calculation gives -9.8 / -11.9 eV. Its multiplicity is 5. The expectation value of S² is 6.044. For the relative energy (zero: lowest compared OMol25 entry of this formula, charge and spin), the calculation gives 0.000 eV.

***

no.,DFT total energy (eV)
1,-38418.320
2,-35393.196
3,-40690.844
4,-60887.652